{
  "formula": "C46H68N10O3S3",
  "method": "ωB97M-V with the def2-TZVPD basis set",
  "species": ["H", "H", "C", "H", "H", "H", "H", "C", "C", "H", "C", "H", "C", "O", "C", "H", "H", "S", "H", "H", "C", "C", "C", "N", "C", "H", "C", "C", "C", "H", "C", "N", "C", "H", "C", "H", "H", "C", "H", "H", "N", "C", "H", "H", "C", "S", "C", "C", "H", "H", "H", "H", "C", "C", "H", "H", "C", "O", "C", "N", "H", "H", "C", "H", "C", "H", "H", "H", "O", "H", "C", "H", "C", "N", "C", "H", "H", "H", "H", "N", "N", "C", "H", "H", "C", "C", "H", "H", "H", "H", "H", "H", "H", "H", "H", "H", "H", "C", "H", "C", "H", "H", "C", "C", "H", "H", "H", "C", "N", "H", "C", "H", "C", "C", "H", "H", "H", "S", "N", "C", "C", "C", "C", "H", "H", "N", "C", "H", "H", "H"],
  "xyz": [[-4.075, 4.327, -5.886], [1.532, 4.101, -2.623], [-2.222, -4.490, 1.125], [-6.263, -2.651, -3.028], [4.948, -4.882, 0.633], [4.091, 3.445, 4.441], [3.849, -5.077, -1.591], [0.422, -2.288, 4.968], [0.084, -2.099, -2.213], [-2.481, 0.486, 4.819], [2.028, -4.531, -0.715], [3.469, 0.295, 1.769], [-6.419, -1.026, -0.219], [1.046, 0.899, -0.395], [0.327, -0.989, 1.268], [-4.263, 2.710, 1.778], [5.088, 5.248, -2.952], [0.121, 0.711, 0.781], [-3.971, 1.657, -5.626], [-0.472, -4.671, -4.230], [2.899, -4.261, 1.329], [1.165, 1.093, -6.254], [-2.962, 1.624, 3.058], [-0.716, 5.555, 2.985], [-2.434, 2.125, -4.064], [1.649, -0.535, -4.187], [-4.665, 0.721, 4.225], [6.018, -0.375, -0.800], [3.723, 2.238, 2.745], [-5.197, 0.339, 5.080], [0.424, -4.542, 5.120], [-0.324, -3.398, 5.273], [-3.468, 3.746, -5.210], [2.518, -4.830, 4.584], [5.346, -1.626, -0.635], [-0.207, -1.672, 0.620], [-1.647, -2.454, -0.875], [-1.483, 0.667, 0.015], [0.008, -5.522, 5.276], [-2.665, 6.325, 2.609], [4.113, 2.538, 4.024], [-1.045, -2.695, -1.738], [-0.038, -0.990, 2.298], [3.572, 5.018, -3.811], [0.528, -2.878, -3.323], [1.260, 1.723, -4.578], [3.681, 0.889, 2.642], [3.905, -4.663, 0.493], [-4.104, -4.440, -0.084], [4.758, 1.400, 5.715], [2.173, 0.963, -6.658], [1.060, 4.373, 2.773], [-3.381, 2.386, -5.102], [-6.044, -2.094, -2.135], [0.694, 1.852, -6.875], [-2.265, 0.234, 0.644], [1.690, -4.163, 4.747], [2.052, 2.979, -4.651], [1.719, -4.156, 0.558], [-2.652, 4.311, -4.280], [-6.999, -0.648, 0.603], [0.641, 0.140, -6.263], [4.013, 5.098, -2.817], [1.809, 4.874, -1.059], [4.205, 0.345, 3.855], [0.735, -3.930, 0.929], [-1.776, -5.463, 0.984], [4.357, -0.702, 4.048], [4.323, 3.945, -0.494], [2.443, 0.434, -2.897], [-3.414, -4.048, 0.644], [3.690, 6.023, -2.329], [-1.836, 4.777, 1.231], [-1.410, -3.697, -2.598], [4.399, 1.388, 4.700], [-6.186, 1.750, 2.934], [-2.083, 1.149, -3.782], [-1.398, 0.066, -0.893], [-0.490, 6.058, 3.818], [3.872, 0.024, -0.524], [-6.949, -1.873, -1.144], [5.082, 0.608, -0.752], [-0.827, -3.606, 2.654], [-4.593, 0.017, -0.061], [-4.928, -1.357, -1.865], [1.942, 3.950, -1.626], [2.465, -2.173, 4.165], [-2.584, -1.486, 2.400], [-2.075, -4.427, -2.436], [1.497, 3.118, -1.092], [-7.863, -2.280, -1.180], [3.150, 0.289, -4.559], [1.474, -2.902, -3.841], [-4.091, -1.243, -2.533], [3.574, 3.010, 2.005], [3.003, 0.500, -0.292], [5.769, -2.610, -0.732], [-5.182, 1.461, 3.202], [5.244, 1.673, -0.708], [1.679, -2.740, 4.637], [-1.791, 1.687, -0.203], [0.717, -1.389, -1.701], [2.242, 0.352, -3.955], [-0.440, -3.821, -3.570], [-1.329, 3.578, -2.791], [1.375, -1.288, 1.305], [1.359, -4.574, -1.554], [-1.998, 3.313, -3.591], [3.357, -4.825, -0.758], [-1.285, -3.375, 5.554], [-2.523, -2.441, 1.893], [7.084, -0.225, -0.859], [-1.678, -3.504, 2.001], [-5.158, -0.707, -0.629], [3.155, -1.976, -0.403], [-1.996, 1.933, 2.688], [3.020, -4.040, 2.374], [3.698, 3.659, -1.819], [-3.568, -2.757, 1.090], [4.022, -1.335, -0.491], [-0.558, 4.130, 1.283], [-3.241, 0.896, 4.175], [-1.901, 5.632, 2.298], [-4.318, -2.119, 0.870], [-2.611, 5.288, -4.071], [-4.141, 2.053, 2.523], [0.084, 4.616, 2.385], [-0.017, -1.320, 4.805], [-2.642, 4.667, 0.526], [-0.102, 3.397, 0.638]],
  "lumo_energy_ev": 0.4229,
  "max_force_ev_per_a": 1.45,
  "homo_energy_ev": -7.3
}


{
  "formula": "C46H69N5O13",
  "method": "ωB97M-V with the def2-TZVPD basis set",
  "species": ["C", "H", "H", "C", "C", "O", "C", "H", "H", "H", "C", "C", "H", "H", "N", "H", "H", "C", "H", "C", "H", "H", "C", "C", "O", "H", "C", "N", "H", "H", "H", "H", "H", "C", "H", "C", "H", "C", "H", "C", "H", "C", "H", "C", "O", "H", "H", "C", "H", "H", "O", "H", "H", "C", "C", "O", "H", "C", "C", "N", "H", "C", "H", "H", "C", "C", "H", "C", "H", "C", "C", "O", "H", "H", "H", "H", "C", "C", "H", "O", "C", "H", "H", "C", "O", "C", "O", "H", "O", "H", "H", "H", "C", "H", "O", "C", "H", "H", "H", "N", "H", "H", "C", "C", "O", "H", "H", "C", "H", "H", "H", "H", "H", "H", "O", "C", "H", "H", "H", "C", "N", "H", "H", "C", "H", "C", "C", "C", "H", "H", "H", "C", "C"],
  "xyz": [[-2.563, -4.100, 2.908], [-3.190, -3.694, 3.688], [-0.298, -1.252, -7.059], [-2.954, -5.361, 2.501], [-3.158, -0.704, 0.574], [9.224, 2.781, -0.860], [8.183, 4.533, 0.491], [-6.393, -0.260, -7.612], [-2.780, 3.095, 4.789], [4.939, -1.305, 6.298], [1.366, -0.667, -0.106], [2.444, 0.403, -0.323], [0.574, 0.738, 2.584], [-5.013, 0.093, -1.544], [3.509, 2.570, 2.705], [3.429, 2.750, 5.743], [-6.000, 1.386, -7.260], [8.069, 3.410, -0.485], [-4.010, 0.945, -6.168], [-4.287, 0.043, -6.714], [6.865, 1.909, -1.459], [2.612, 2.107, 2.716], [-2.251, -5.988, 1.443], [-2.928, 0.681, 0.348], [-6.797, -0.813, 1.141], [-7.442, -0.459, 1.758], [3.586, -1.649, 4.772], [0.333, 3.097, -1.430], [-2.329, -2.568, -6.411], [-0.781, -1.897, 1.741], [0.410, 2.198, 0.409], [-2.944, -2.534, -3.076], [0.145, -0.135, -1.779], [-4.477, -1.093, -5.729], [-4.558, -2.211, -1.536], [-1.329, -5.288, 0.709], [-0.470, 1.354, 7.879], [-0.570, 1.443, 6.808], [3.843, -1.572, 1.378], [0.086, 1.340, 4.466], [9.181, 2.618, -1.805], [-0.123, -2.081, -6.373], [-4.021, -3.189, -4.294], [5.779, -1.114, 4.204], [1.936, -2.155, 3.075], [-3.083, 0.246, -2.904], [-5.302, 0.563, -8.578], [0.327, 1.065, 5.795], [0.124, -3.006, -6.894], [3.382, 0.139, -0.814], [-2.746, 2.434, 7.245], [1.237, 0.508, 5.961], [-4.555, -2.257, 1.106], [-4.416, -1.191, 0.998], [0.682, -1.030, -1.465], [7.013, -0.695, 4.505], [1.212, 3.605, 1.357], [-1.517, -2.344, -5.720], [-2.011, -1.066, -4.933], [3.271, 2.267, 4.869], [6.988, -0.536, 5.451], [4.157, -1.571, 2.412], [-1.794, -7.800, 0.657], [7.040, 6.118, 1.269], [3.250, -1.849, 3.418], [-0.958, -4.052, 1.146], [-2.586, 1.944, 8.055], [-5.301, 0.991, 0.729], [6.168, -0.811, 2.097], [-4.946, -1.957, -2.522], [-1.724, 2.156, 6.400], [-1.701, 1.128, -0.032], [4.673, 5.950, 1.193], [-3.908, 2.612, 0.099], [-1.483, -3.084, -4.921], [-4.144, 0.956, -4.074], [6.898, 2.752, -0.784], [0.982, -1.729, -5.534], [-3.858, -5.754, 2.943], [-1.131, -2.231, 2.570], [-5.043, -0.401, -2.516], [1.115, -0.668, -5.325], [2.777, -1.826, 5.466], [5.817, 4.575, 0.294], [1.080, 4.992, -0.607], [-3.940, 0.028, -3.540], [0.557, -0.321, 0.915], [-6.036, -0.170, -2.901], [4.999, 3.406, 4.036], [-0.828, -5.673, -0.167], [1.809, -2.008, -6.187], [-5.879, -2.501, -2.667], [-1.875, 2.576, 5.070], [-0.977, 0.527, 0.158], [4.661, 5.213, 0.579], [4.856, -1.370, 5.223], [-1.357, -1.052, -4.060], [-1.867, -0.175, -5.545], [-0.259, 2.284, -1.333], [0.717, 3.139, 0.610], [2.509, 1.627, 4.702], [-6.091, 1.703, 0.917], [-4.024, 1.576, 0.383], [6.969, 5.168, 0.760], [-2.507, -7.344, 1.110], [-0.085, -1.805, -1.454], [-5.429, -0.944, -5.219], [5.399, -1.076, 2.807], [-2.314, -1.363, 0.434], [4.251, 2.636, 2.023], [-0.193, -3.489, 0.632], [-4.413, -2.049, -6.248], [1.841, -1.614, 0.152], [4.705, 2.868, -0.457], [0.935, 0.833, 3.468], [-1.540, -3.462, 2.230], [-1.090, 2.389, 3.043], [1.429, -1.234, -2.232], [9.096, 4.989, 0.843], [-0.955, 2.106, 4.076], [-3.554, -1.125, -4.503], [2.822, 0.595, 0.681], [2.156, 1.332, -0.815], [-5.557, -0.352, 1.000], [1.110, -2.214, -4.566], [5.656, 3.377, -0.399], [4.016, 2.731, 3.908], [-3.882, -2.358, -3.603], [1.576, -1.642, 2.348], [0.104, 3.619, -2.264], [-3.547, -0.210, -7.473], [0.748, 3.856, -0.464], [-5.553, 0.429, -7.526]],
  "lumo_energy_ev": -0.5135,
  "max_force_ev_per_a": 7.03,
  "homo_energy_ev": -6.9
}


{
  "formula": "C46H70N4O16",
  "method": "ωB97M-V with the def2-TZVPD basis set",
  "species": ["O", "H", "H", "H", "C", "C", "C", "O", "C", "H", "H", "C", "C", "C", "H", "H", "H", "C", "C", "H", "C", "C", "C", "H", "O", "H", "C", "N", "H", "C", "C", "H", "C", "O", "H", "H", "H", "C", "C", "C", "O", "H", "H", "N", "H", "H", "C", "H", "C", "H", "C", "O", "H", "H", "H", "H", "H", "H", "H", "H", "H", "H", "H", "H", "H", "C", "H", "C", "H", "C", "C", "H", "H", "H", "O", "C", "O", "H", "H", "O", "C", "C", "C", "O", "H", "H", "N", "H", "O", "H", "C", "O", "H", "H", "H", "C", "C", "H", "H", "O", "H", "C", "C", "H", "C", "C", "H", "H", "C", "H", "H", "H", "H", "H", "H", "O", "H", "O", "C", "C", "C", "H", "H", "O", "H", "C", "H", "C", "H", "C", "H", "C", "H", "N", "C", "H"],
  "xyz": [[-3.417, 3.088, -26.311], [-0.586, -3.326, -24.071], [-0.246, 5.764, -24.662], [9.066, -2.571, -25.107], [6.162, 9.633, -22.718], [-1.100, -2.767, -23.303], [13.690, 3.885, -33.963], [-1.780, 4.427, -26.992], [-2.349, -0.853, -32.999], [6.038, 4.060, -36.008], [6.262, 4.522, -28.061], [7.317, 13.035, -31.099], [7.577, 5.557, -38.468], [13.204, 9.357, -23.891], [12.367, 8.866, -23.394], [7.559, 3.444, -27.588], [10.278, 3.449, -19.304], [6.591, 4.439, -36.854], [4.962, 1.639, -27.633], [9.389, -3.228, -33.442], [3.094, 2.860, -17.707], [-0.957, 5.562, -26.601], [-2.525, -1.997, -21.676], [6.951, -3.415, -33.612], [14.760, 7.591, -24.040], [6.683, 8.867, -23.292], [7.287, 11.552, -30.801], [1.973, 4.235, -16.417], [-1.202, -0.315, -21.129], [-0.182, -0.482, -33.387], [12.992, 3.604, -31.797], [5.113, 9.744, -22.992], [5.812, 3.448, -26.287], [6.252, 9.402, -21.392], [12.614, 3.235, -30.855], [6.474, 10.254, -21.008], [14.481, 5.976, -33.497], [-2.487, 3.916, -26.046], [13.638, 8.070, -24.570], [8.606, 13.517, -30.365], [12.245, 3.879, -18.654], [6.237, -3.493, -31.395], [-3.109, -3.738, -22.863], [13.503, 4.822, -31.962], [14.344, 9.987, -22.028], [0.109, 5.336, -26.638], [-1.811, 4.338, -24.750], [3.781, 4.370, -19.058], [3.195, 4.166, -18.174], [4.944, 2.974, -29.219], [7.458, -4.197, -33.046], [7.992, -4.357, -30.732], [-2.721, -0.990, -35.090], [6.287, -5.292, -31.621], [15.029, 10.431, -23.549], [16.315, 8.486, -23.160], [-2.449, 4.250, -23.871], [8.796, 10.411, -29.847], [12.522, 1.311, -16.825], [8.233, 3.179, -36.502], [6.781, 11.316, -29.865], [9.892, 2.627, -16.802], [10.480, 4.685, -17.974], [10.498, -1.172, -25.856], [9.448, 11.081, -31.391], [10.642, 2.511, -17.585], [13.898, 3.626, -34.991], [9.415, -1.859, -24.359], [-2.791, -1.533, -32.270], [-1.124, -0.279, -32.300], [15.254, 8.335, -22.963], [-1.104, 6.507, -27.124], [6.391, 13.551, -30.844], [-1.237, 0.764, -32.003], [0.950, -0.080, -33.444], [2.617, 5.040, -17.325], [4.375, 0.590, -27.724], [9.331, 4.141, -38.542], [7.288, -5.146, -33.555], [10.038, -0.827, -25.088], [6.482, 3.503, -27.744], [5.716, 2.446, -28.660], [-2.044, -1.400, -34.341], [4.925, 2.312, -26.439], [0.424, -1.325, -22.791], [7.362, 13.189, -32.177], [-0.507, -1.673, -22.610], [-0.706, -0.803, -31.441], [14.178, 2.960, -17.883], [-2.194, -2.474, -34.223], [8.435, 4.534, -38.086], [9.323, 12.409, -30.009], [14.981, 7.848, -22.028], [12.487, 2.069, -33.131], [1.386, 4.685, -15.729], [8.930, -3.981, -32.802], [12.057, 2.293, -16.911], [8.521, -1.557, -23.814], [12.047, 2.891, -16.000], [13.033, 7.607, -25.500], [6.672, 10.576, -22.915], [14.012, 5.044, -33.217], [8.806, 11.261, -30.529], [5.662, 6.303, -37.685], [-1.406, -1.204, -21.706], [9.000, -3.712, -31.350], [2.659, 6.117, -17.264], [-1.686, 6.659, -24.909], [14.478, 9.634, -23.050], [9.641, -4.807, -32.790], [10.332, 1.700, -18.243], [10.059, -2.463, -23.720], [6.922, 10.911, -31.604], [12.976, 10.086, -24.668], [-0.988, 3.674, -24.489], [8.890, 14.607, -29.871], [1.664, 2.200, -16.080], [-0.671, -1.248, -34.435], [6.862, -4.366, -31.583], [6.477, 5.602, -37.577], [10.844, 3.762, -18.426], [7.626, 6.215, -39.323], [6.479, 3.171, -25.471], [9.886, -3.193, -30.681], [-3.033, -0.014, -33.132], [-1.225, 5.697, -25.136], [13.451, 5.442, -31.167], [2.187, 2.955, -16.649], [-3.483, -1.799, -21.218], [12.961, 3.034, -33.030], [3.524, 1.987, -18.175], [-2.385, -2.958, -22.679], [6.532, 2.000, -29.230], [7.795, 3.879, -37.083], [12.967, 3.036, -17.857], [5.324, 4.414, -26.154]],
  "lumo_energy_ev": 0.0673,
  "max_force_ev_per_a": 5.54,
  "homo_energy_ev": -8.0
}


Listing Kohn-Sham gap for the structures above in their given order: 0.283; 0.233; 0.295 Ha.
Listing energy above the lowest of the compared OMol25 structures with the same formula, charge and spin for the structures above in their given order: 0.00; 95.84; 45.06 kcal per mole.